Density functional theory data (ωB97M-V/def2-TZVPD) for a single C9H10N2O3 molecule at a distorted geometry.

Its SMILES is CC[C@@]1(c2ccco2)NC(=O)NC1=O. The value obtained for the total energy is -18616.5829 eV. The HOMO-LUMO gap comes out at 9.64 eV. The molecular weight comes out at 194.190 g mol⁻¹. The energy above the lowest of the compared OMol25 structures with the same formula, charge and spin is 190.4 kJ/mol.

Element x y z (Å)
N: 0.311 0.182 2.629
C: -0.760 0.376 1.798
C: -0.628 1.808 -0.475
C: 1.565 0.479 1.964
H: 2.094 0.780 -0.014
N: 1.378 0.753 0.654
H: -0.515 2.658 -2.483
H: -1.440 -2.592 -2.757
O: -0.783 -1.032 -1.658
C: -0.372 -0.934 -0.339
H: 0.275 0.066 3.583
O: 2.605 0.537 2.560
C: 0.157 2.099 -1.745
H: 0.633 1.099 -2.002
H: -0.210 -4.092 -0.792
H: -0.550 2.545 0.191
C: -0.365 -3.016 -0.876
C: -0.023 0.600 0.397
H: -1.721 1.645 -0.579
H: 0.140 -2.602 1.150
C: -0.770 -2.335 -1.965
C: -0.063 -2.162 0.185
H: 0.970 2.854 -1.469
O: -1.927 0.284 2.043

Density functional theory data (ωB97M-V/def2-TZVPD) for a molecular structure, C22H14Br2F6N4O5PdS3.

The value obtained for the total energy is -231616.9496 eV. The HOMO-LUMO gap comes out at 6.03 eV. The molecular weight comes out at 890.794 g mol⁻¹. Its charge is -2. The energy above the lowest of the compared OMol25 structures with the same formula, charge and spin is 0.2 kJ/mol.

Element x y z (Å)
H: 2.798 1.525 -0.224
H: -1.308 1.011 1.394
C: -1.409 2.564 -1.603
C: 4.047 -0.949 -1.083
H: -5.410 5.317 -0.639
C: 1.921 -0.918 3.763
Br: -0.815 -4.677 -4.166
F: 2.226 0.385 3.612
N: 1.686 -1.176 -1.145
C: -2.383 5.095 -2.109
C: 3.127 -3.696 -3.423
H: -3.544 3.724 -0.922
C: -3.496 4.707 -1.369
C: -4.537 5.608 -1.215
F: -1.252 -5.247 6.328
C: 2.574 0.580 0.280
C: 0.734 -3.839 -3.457
C: -2.394 6.380 -2.654
C: -2.461 0.413 -1.635
C: -1.003 2.310 -0.322
S: 0.025 -3.839 4.511
Br: 4.810 -4.339 -4.062
F: 2.129 -1.520 2.590
C: 1.980 -4.277 -3.890
F: -0.573 -3.345 7.077
C: -1.395 1.100 0.315
H: -0.413 3.033 0.228
C: 3.072 -2.636 -2.488
N: -2.237 0.189 -0.292
O: 0.245 -0.940 5.757
C: 2.751 -0.560 -0.681
N: -0.330 -2.472 3.813
C: -2.134 1.566 -2.298
C: 1.807 -2.195 -2.040
H: 4.904 -0.432 -0.670
O: -0.451 -4.915 3.695
C: -3.488 7.195 -2.435
H: 3.247 0.482 1.133
C: 0.544 -2.795 -2.525
F: 2.772 -1.426 4.653
O: 1.349 -3.915 5.066
H: 2.037 -5.086 -4.606
F: -2.292 -3.434 5.766
N: -4.561 6.838 -1.728
H: -2.990 -0.384 -2.143
H: -1.556 6.737 -3.241
O: -0.573 -2.384 -2.137
H: 5.194 -2.290 -2.273
H: 1.544 0.613 0.635
S: 0.151 -1.068 4.328
Pd: -0.391 -0.625 -0.520
C: 4.206 -1.972 -1.966
H: -3.503 8.197 -2.853
H: -2.398 1.694 -3.339
O: -0.521 -0.043 3.596
C: -1.083 -3.951 6.007
S: -0.980 4.081 -2.393

Density functional theory data (ωB97M-V/def2-TZVPD) for 11 unconnected molecules or ions with the total composition C37H70F3NO21S7 at a distorted geometry.

The value obtained for the total energy is -167980.1265 eV. The HOMO-LUMO gap comes out at 4.74 eV. The molecular weight comes out at 1146.416 g mol⁻¹. The energy above the lowest of the compared OMol25 structures with the same formula, charge and spin is 979.4 kJ/mol.

Element x y z (Å)
C: 0.205 13.154 -2.900
H: -8.893 4.779 2.676
O: 7.008 2.578 8.676
S: -6.414 -3.693 -5.083
H: 2.298 -5.593 -5.458
C: -3.355 4.820 -7.180
H: 9.436 2.269 -0.389
H: 12.829 0.679 -2.511
H: -7.536 -5.045 10.725
C: -5.480 4.545 -8.234
H: -5.887 -4.693 10.284
O: -4.978 -4.021 -5.230
O: -7.037 -3.269 -6.607
H: -1.717 14.107 -2.698
C: -8.401 -3.390 -6.718
C: -8.834 7.084 -0.330
H: 6.530 1.562 6.164
H: -6.432 -3.844 11.632
C: -5.001 3.420 -8.796
O: -0.740 -8.976 -1.749
H: 8.095 5.753 8.289
O: -7.230 -4.753 -4.484
H: 0.774 13.992 -3.274
H: -8.336 -2.781 10.228
H: 12.288 1.431 -0.403
O: 9.083 -7.424 -0.463
C: 9.759 -7.626 0.762
H: -4.972 -9.226 0.135
H: 0.866 10.011 -1.834
O: 4.555 2.042 9.099
O: 6.159 0.186 8.788
H: 9.324 -7.184 1.658
C: -7.368 -3.127 9.866
C: -4.214 -8.921 0.856
C: -8.538 4.925 0.619
O: 8.874 -4.923 -0.232
C: -6.667 -2.069 -4.246
S: -1.247 -10.270 -1.299
H: -4.457 -2.703 6.848
C: 13.273 1.600 -2.132
S: 10.757 4.175 -0.498
H: 1.973 11.923 -2.884
C: -9.093 7.636 0.921
C: 12.569 2.278 -1.028
H: -1.796 3.409 -7.614
C: 0.918 12.015 -2.675
H: 6.037 -5.697 0.472
C: -6.796 -4.245 10.686
H: 11.766 -7.238 1.614
H: -9.213 8.690 1.124
C: 0.299 10.870 -2.162
H: -2.845 12.029 -1.944
H: -4.816 6.215 -6.941
C: -8.521 5.741 -0.474
H: -1.959 -11.471 -3.053
C: -1.162 13.185 -2.603
H: 6.223 4.208 7.565
O: 11.477 3.038 -1.535
O: -7.522 -3.405 8.505
H: -2.744 5.381 -6.489
C: -9.229 6.761 1.962
H: -9.610 7.184 2.879
H: -7.702 -2.010 -3.910
C: -1.772 12.064 -2.066
C: -2.566 -10.835 -2.409
H: -9.667 -3.071 -8.398
S: 5.748 1.534 8.440
H: 8.631 4.488 9.467
O: -0.385 -11.406 -0.892
C: -8.841 -2.558 -7.905
O: -2.325 -9.927 -0.022
H: -2.255 -8.058 0.905
H: -4.147 -9.702 1.613
H: 0.789 -4.862 -5.473
O: 0.386 -0.054 -1.756
H: -5.144 -4.299 7.269
H: -8.061 -2.313 -8.625
C: -0.617 1.931 -0.063
H: 8.412 3.692 -0.897
F: -0.850 2.191 1.244
F: -1.716 1.916 -0.777
O: 11.520 4.252 0.744
F: 0.160 2.832 -0.577
H: -6.341 -1.240 -4.875
H: 5.101 0.560 6.327
C: -8.873 5.425 1.811
H: -6.456 4.937 -8.479
H: 9.629 -8.705 0.852
O: -6.743 -1.095 7.763
C: -2.854 -8.676 0.236
H: 13.529 2.240 -2.977
H: -4.605 -8.011 1.310
O: -0.428 -0.682 0.542
H: -8.346 3.865 0.548
H: -8.762 7.713 -1.205
H: -5.522 2.757 -9.471
C: 5.515 1.541 6.560
C: 6.738 3.986 8.500
H: 14.187 1.089 -1.828
C: 8.120 4.689 8.526
H: -8.285 5.223 -1.392
H: -8.565 -4.459 -6.860
C: -5.064 -3.254 7.567
H: -6.804 -2.202 9.986
C: 11.215 -7.139 0.678
H: -3.331 -11.315 -1.798
H: -1.582 10.087 -1.435
S: 0.363 0.216 -0.289
H: 11.399 -6.119 0.340
H: 7.303 -6.150 1.572
H: -3.044 -8.179 -0.715
H: 4.928 2.412 6.268
H: -2.953 -9.943 -2.901
H: 2.077 -3.992 -5.139
O: 7.509 -6.273 -1.948
O: 10.404 5.392 -1.211
H: 8.768 4.226 7.781
H: -8.817 -3.078 -5.761
C: 6.812 -6.443 0.644
O: 1.719 0.363 0.201
H: 8.943 3.590 0.841
H: 6.125 4.333 9.332
N: 1.768 -4.770 -5.704
C: -4.621 5.240 -7.363
H: -3.323 2.089 -9.025
O: -7.265 -2.881 6.019
H: 1.710 -4.468 -6.666
S: 8.110 -6.125 -0.634
H: -4.523 -3.079 8.496
C: -2.820 3.703 -7.794
S: -6.722 -2.498 7.344
H: -5.948 -2.026 -3.428
C: -3.700 2.999 -8.581
H: 13.230 2.898 -0.423
C: 9.144 3.301 -0.190
C: -1.041 10.911 -1.877
H: -9.144 -1.591 -7.505
H: 11.780 -7.824 0.046
H: 6.421 -7.459 0.583

In the order shown, the computed highest occupied orbital energy values come out to -8.938; -2.233; -7.277 eV.